{
  "formula": "C21H30F3FeO17Rb2",
  "method": "ωB97M-V/def2-TZVPD",
  "gap_ev": [3.80, 4.64],
  "fmax_ha_per_bohr": 0.158,
  "multiplicity": 6,
  "elements": ["Fe", "Rb", "Rb", "C", "O", "O", "C", "F", "F", "F", "C", "C", "H", "H", "H", "H", "H", "H", "O", "C", "C", "O", "H", "H", "H", "H", "C", "C", "C", "O", "C", "C", "C", "O", "O", "O", "H", "H", "C", "O", "C", "O", "O", "C", "H", "H", "H", "H", "H", "H", "C", "O", "C", "O", "O", "C", "H", "H", "H", "H", "H", "H", "C", "O", "C", "O", "O", "C", "H", "H", "H", "H", "H", "H"],
  "positions_angstrom": [[25.779, 13.955, 0.224], [28.857, 12.877, 2.723], [21.926, 11.440, 5.227], [20.775, 9.967, 1.913], [21.654, 8.935, 1.392], [21.632, 11.054, 2.230], [19.513, 10.122, 0.966], [19.981, 10.339, -0.287], [18.755, 8.978, 0.858], [18.666, 11.066, 1.313], [21.891, 7.810, 2.210], [22.609, 6.626, 1.410], [22.053, 5.898, 0.820], [23.398, 7.000, 0.758], [22.985, 5.925, 2.156], [21.272, 7.470, 3.041], [22.681, 8.193, 2.856], [20.360, 9.695, 2.883], [28.352, 18.361, 5.920], [28.835, 18.874, 7.150], [29.857, 18.107, 8.155], [29.503, 16.855, 8.775], [28.072, 19.325, 7.784], [29.360, 19.779, 6.843], [30.225, 18.871, 8.840], [30.746, 17.903, 7.559], [25.536, 15.802, 5.195], [24.188, 15.753, 5.430], [23.321, 14.857, 4.640], [22.081, 14.580, 4.862], [23.794, 14.001, 3.708], [25.224, 14.025, 3.283], [26.166, 14.899, 4.243], [27.434, 14.748, 4.108], [25.610, 13.415, 2.231], [23.753, 16.725, 6.153], [26.140, 16.600, 5.602], [23.170, 13.268, 3.218], [16.713, 14.137, -0.521], [18.067, 14.163, -0.486], [18.652, 14.600, 0.661], [18.120, 15.007, 1.703], [19.929, 14.478, 0.472], [20.861, 14.769, 1.545], [16.262, 14.920, 0.088], [16.362, 13.160, -0.189], [16.257, 14.177, -1.510], [21.831, 14.291, 1.410], [20.540, 14.443, 2.534], [20.908, 15.849, 1.682], [20.731, 11.061, 11.467], [20.989, 12.397, 11.051], [21.267, 12.740, 9.815], [21.080, 12.050, 8.824], [21.771, 14.024, 9.815], [22.433, 14.480, 8.667], [20.194, 11.063, 12.416], [21.639, 10.513, 11.716], [20.192, 10.498, 10.705], [23.431, 14.056, 8.554], [22.690, 15.490, 8.987], [21.856, 14.463, 7.742], [20.580, 17.520, 7.571], [19.269, 16.912, 7.450], [18.899, 16.131, 8.399], [19.342, 16.023, 9.547], [17.851, 15.431, 7.948], [16.881, 14.782, 8.726], [21.363, 16.929, 7.096], [20.851, 17.804, 8.588], [20.565, 18.373, 6.893], [16.376, 15.396, 9.472], [17.391, 14.033, 9.330], [16.167, 14.277, 8.074]],
  "lowdin_charge": [0.858, 0.928, 0.840, -0.435, -0.106, -0.347, -0.539, 0.118, 0.093, 0.164, -0.254, -0.062, 0.055, 0.064, 0.054, 0.108, 0.091, 0.109, 0.019, -0.239, -0.227, 0.005, 0.114, 0.118, 0.104, 0.116, 0.004, -0.364, -0.356, -0.061, -0.030, -0.278, -0.318, -0.253, -0.257, -0.015, 0.106, 0.082, -0.109, 0.005, -0.575, 0.097, 0.021, -0.008, 0.097, 0.097, 0.092, 0.081, 0.087, 0.099, -0.030, 0.017, -0.551, 0.083, -0.013, -0.062, 0.094, 0.093, 0.093, 0.099, 0.102, 0.091, -0.001, 0.043, -0.615, 0.092, -0.008, -0.056, 0.067, 0.099, 0.095, 0.096, 0.086, 0.095]
}

---

{
  "formula": "C35H43Cl5F5N4O3V",
  "method": "ωB97M-V/def2-TZVPD",
  "gap_ev": [5.87, 6.17],
  "fmax_ha_per_bohr": 0.020,
  "multiplicity": 4,
  "charge": -1,
  "elements": ["V", "C", "C", "C", "C", "C", "C", "C", "C", "C", "C", "C", "C", "C", "C", "C", "C", "C", "H", "H", "H", "H", "H", "H", "H", "H", "H", "H", "H", "H", "H", "H", "H", "H", "H", "H", "H", "H", "H", "H", "H", "H", "H", "H", "H", "H", "H", "N", "C", "C", "C", "C", "N", "C", "N", "N", "C", "O", "O", "H", "H", "H", "H", "H", "H", "H", "H", "H", "H", "H", "H", "H", "H", "Cl", "C", "C", "C", "Cl", "C", "Cl", "C", "Cl", "C", "Cl", "F", "C", "C", "F", "C", "F", "C", "O", "C", "F", "C", "F"],
  "positions_angstrom": [[0.159, -0.520, 0.397], [-2.671, 0.079, 1.302], [-1.766, -0.158, 2.349], [-1.230, -1.489, 2.154], [-1.940, -2.014, 1.010], [-2.830, -1.060, 0.504], [-3.944, -1.247, -0.515], [-5.014, -2.152, 0.117], [-4.587, 0.097, -0.863], [-3.492, -1.899, -1.820], [-0.535, -2.452, 3.132], [0.865, -1.995, 3.604], [-0.351, -3.829, 2.470], [-1.449, -2.683, 4.346], [-1.678, 0.912, 3.448], [-2.940, 0.785, 4.327], [-0.468, 0.818, 4.372], [-1.708, 2.328, 2.836], [-3.190, 1.014, 1.160], [-1.807, -3.014, 0.625], [-5.376, -1.719, 1.052], [-4.599, -3.136, 0.345], [-5.865, -2.283, -0.561], [-5.018, 0.570, 0.022], [-5.390, -0.051, -1.591], [-3.850, 0.779, -1.292], [-3.063, -2.884, -1.637], [-2.757, -1.274, -2.329], [-4.347, -2.024, -2.492], [1.284, -1.234, 2.949], [1.566, -2.834, 3.613], [0.850, -1.580, 4.611], [0.228, -3.751, 1.547], [-1.308, -4.299, 2.240], [0.192, -4.487, 3.154], [-1.570, -1.773, 4.934], [-1.036, -3.456, 5.003], [-2.440, -3.001, 4.014], [-2.968, -0.178, 4.839], [-3.842, 0.867, 3.719], [-2.958, 1.576, 5.085], [-0.508, -0.071, 4.999], [-0.459, 1.683, 5.043], [0.462, 0.805, 3.812], [-2.702, 2.572, 2.458], [-1.001, 2.424, 2.017], [-1.464, 3.067, 3.605], [1.197, 0.521, -1.281], [0.665, 0.686, -2.632], [1.302, 1.909, -3.325], [0.886, 2.237, -4.758], [1.520, 1.377, -5.869], [1.966, 0.050, -5.485], [1.105, -0.997, -5.398], [-0.165, -0.785, -5.484], [1.689, -2.231, -5.213], [-0.850, 0.834, -2.472], [-1.605, 0.627, -3.547], [-1.337, 1.140, -1.412], [1.084, 1.403, -0.784], [2.183, 0.288, -1.306], [0.858, -0.231, -3.182], [2.388, 1.770, -3.281], [1.085, 2.773, -2.690], [1.175, 3.274, -4.950], [-0.199, 2.218, -4.848], [2.393, 1.888, -6.279], [0.802, 1.259, -6.682], [2.949, -0.125, -5.393], [-1.103, 0.205, -4.291], [-0.679, -1.658, -5.420], [2.639, -2.240, -4.875], [1.113, -2.904, -4.731], [3.599, -1.430, 1.507], [2.873, -2.489, 0.328], [1.602, -2.173, -0.142], [1.189, -2.957, -1.204], [-0.306, -2.487, -2.007], [1.875, -4.064, -1.695], [1.232, -5.051, -2.965], [3.104, -4.388, -1.128], [3.989, -5.760, -1.692], [3.624, -3.574, -0.123], [5.179, -3.930, 0.536], [4.594, 5.114, 2.363], [3.693, 4.148, 2.110], [2.730, 4.317, 1.134], [2.695, 5.455, 0.425], [1.811, 3.319, 0.887], [0.893, 3.517, -0.084], [1.783, 2.087, 1.579], [0.888, 1.197, 1.333], [2.790, 1.964, 2.564], [2.866, 0.841, 3.290], [3.712, 2.960, 2.818], [4.642, 2.781, 3.766]],
  "lowdin_charge": [0.819, -0.060, -0.167, -0.223, -0.104, -0.227, -0.547, -0.055, -0.061, -0.084, -0.512, -0.059, -0.071, -0.049, -0.513, -0.051, -0.044, -0.050, 0.100, 0.090, 0.084, 0.079, 0.075, 0.078, 0.079, 0.074, 0.056, 0.038, 0.082, 0.023, 0.073, 0.069, 0.069, 0.078, 0.080, 0.048, 0.081, 0.091, 0.067, 0.079, 0.079, 0.057, 0.084, 0.060, 0.073, 0.069, 0.080, 0.018, -0.290, -0.125, -0.165, -0.181, 0.035, -0.572, 0.114, 0.151, -0.508, 0.089, 0.113, 0.063, 0.113, 0.095, 0.120, 0.119, 0.109, 0.102, 0.114, 0.111, 0.133, 0.053, 0.067, 0.095, 0.038, 0.721, -0.679, -0.235, -0.656, 0.767, -0.707, 0.658, -0.717, 0.647, -0.712, 0.654, 0.090, -0.162, -0.158, 0.101, -0.138, 0.080, -0.297, -0.163, -0.150, 0.057, -0.152, 0.105]
}

---

{
  "formula": "C4H39NO14S",
  "method": "ωB97M-V/def2-TZVPD",
  "gap_ev": 8.89,
  "fmax_ha_per_bohr": 0.080,
  "elements": ["C", "N", "C", "C", "S", "C", "H", "H", "H", "H", "H", "H", "H", "H", "H", "H", "H", "H", "H", "O", "H", "H", "O", "H", "H", "O", "H", "H", "O", "H", "H", "O", "H", "H", "O", "H", "H", "O", "H", "H", "O", "H", "H", "O", "H", "H", "O", "H", "H", "O", "H", "H", "O", "H", "H", "O", "H", "H", "O"],
  "positions_angstrom": [[-1.254, 0.029, -0.821], [-1.433, -0.510, 0.573], [-1.107, -1.971, 0.614], [-2.330, -2.841, 0.305], [-1.556, -4.486, -0.083], [-0.786, 1.474, -0.745], [-2.177, -0.097, -1.387], [-0.543, -0.485, -1.442], [-2.389, -0.306, 0.855], [-0.234, -2.218, 0.053], [-0.712, -2.095, 1.695], [-2.836, -2.518, -0.565], [-2.988, -3.117, 1.175], [-0.955, -4.126, -1.166], [0.291, 1.517, -0.957], [-1.055, 1.892, 0.260], [-1.300, 2.080, -1.450], [-0.478, -1.804, 4.172], [0.154, -0.341, 4.068], [0.128, -1.159, 4.568], [2.522, -2.742, 3.204], [1.361, -2.890, 2.173], [2.221, -3.226, 2.441], [2.953, 4.290, -0.766], [1.648, 3.414, -0.576], [2.534, 3.474, -1.036], [-4.407, 2.233, -1.592], [-4.953, 0.983, -0.876], [-4.871, 1.961, -0.802], [-2.591, 2.082, 1.301], [-1.959, 3.349, 1.812], [-2.111, 2.436, 2.054], [0.809, -0.057, 0.949], [2.289, 0.576, 1.204], [1.583, 0.420, 0.579], [0.933, 3.016, 1.791], [2.267, 3.713, 1.422], [1.332, 3.707, 1.229], [2.309, 1.294, -2.992], [2.005, 2.793, -2.729], [1.952, 2.095, -3.400], [2.160, -1.637, -2.819], [1.730, -0.668, -4.042], [1.523, -1.452, -3.528], [3.318, 0.641, 3.885], [1.971, 1.484, 3.786], [2.888, 1.413, 3.509], [-1.513, -1.589, -3.221], [-0.906, -2.861, -3.098], [-1.636, -2.383, -2.680], [-0.501, 1.482, -4.272], [0.060, 0.217, -4.045], [-0.750, 0.550, -4.477], [-0.557, 1.212, 2.351], [-0.742, 1.693, 3.708], [-0.045, 1.295, 3.169], [3.096, 1.927, -1.287], [3.138, 0.438, -0.713], [3.492, 1.037, -1.387]],
  "nbo_charge": [-0.244, -0.686, -0.235, -0.515, -0.051, -0.635, 0.174, 0.217, 0.361, 0.218, 0.173, 0.237, 0.229, 0.110, 0.233, 0.193, 0.202, 0.471, 0.492, -0.979, 0.475, 0.469, -0.943, 0.494, 0.526, -0.993, 0.474, 0.474, -0.945, 0.488, 0.487, -0.956, 0.497, 0.500, -0.998, 0.501, 0.485, -0.969, 0.487, 0.490, -0.999, 0.496, 0.481, -0.973, 0.482, 0.496, -0.978, 0.485, 0.476, -0.955, 0.483, 0.464, -0.948, 0.516, 0.494, -0.999, 0.493, 0.485, -1.004]
}